Formula: C39H49Br2N6O2PS2V
Source: OMol25
Level of theory: ωB97M-V/def2-TZVPD

```
102
Properties=species:S:1:pos:R:3:forces:R:3
V 0.699 -0.648 0.419 -0.140 0.234 0.013
Br 2.889 -6.421 0.930 0.006 -0.003 0.008
C 2.666 -4.572 0.615 0.047 -0.014 0.032
C 3.292 -3.664 1.557 -0.003 -0.020 -0.009
C 2.951 -2.367 1.485 0.042 0.021 -0.105
N 2.150 -1.855 0.494 -0.093 -0.048 0.170
C 1.763 -2.679 -0.672 0.215 -0.032 0.001
C 1.913 -4.155 -0.399 -0.057 0.062 -0.054
C 2.272 -0.769 -2.292 0.025 -0.012 0.020
C 2.782 -0.285 -3.489 0.011 -0.022 0.006
C 2.395 0.963 -3.938 -0.017 0.026 -0.003
Br 3.058 1.624 -5.563 0.003 -0.001 -0.002
C 1.489 1.707 -3.200 0.000 -0.013 -0.027
C 1.066 1.179 -2.003 -0.012 -0.028 0.009
N 1.465 -0.009 -1.535 -0.030 0.010 0.110
H 3.939 -4.034 2.336 0.002 -0.011 -0.002
H 3.294 -1.654 2.225 -0.019 0.031 0.009
H 1.390 -4.840 -1.051 0.000 -0.010 0.004
H 3.447 -0.898 -4.079 0.002 -0.004 0.002
H 1.116 2.658 -3.548 0.003 0.008 0.003
H 0.367 1.714 -1.377 -0.002 0.001 -0.004
C -5.959 -4.776 -5.115 0.007 0.007 0.006
C -5.042 -3.723 -4.559 -0.011 -0.009 -0.009
C -4.262 -2.943 -5.408 0.011 0.008 0.001
C -3.389 -1.990 -4.905 -0.036 -0.021 0.008
C -3.302 -1.811 -3.533 0.021 0.003 -0.004
C -4.072 -2.575 -2.666 -0.010 0.020 -0.026
C -4.936 -3.524 -3.183 0.004 -0.009 0.009
S -2.207 -0.587 -2.884 0.039 0.028 0.076
O -3.009 0.432 -2.244 -0.025 0.009 0.012
O -1.317 -0.193 -3.947 -0.005 0.013 -0.009
N -1.405 -1.271 -1.661 -0.132 -0.063 0.022
C -0.384 -2.139 -1.867 0.046 0.134 -0.039
C -0.175 -2.865 -3.111 -0.009 -0.060 -0.069
C 1.041 -3.352 -3.582 0.001 0.013 0.028
C 2.298 -3.120 -3.075 -0.017 0.002 0.009
C 2.581 -2.219 -1.903 -0.100 0.055 -0.002
N 0.389 -2.236 -0.824 0.056 -0.073 0.128
H -6.412 -4.449 -6.050 -0.005 -0.002 -0.003
H -6.755 -5.019 -4.412 -0.006 0.000 -0.003
H -5.406 -5.695 -5.321 0.001 0.000 0.000
H -4.339 -3.082 -6.479 0.001 -0.001 -0.005
H -2.776 -1.387 -5.562 0.005 0.008 -0.008
H -3.990 -2.433 -1.595 0.003 -0.006 0.012
H -5.538 -4.122 -2.511 0.000 -0.002 0.001
H -1.053 -3.043 -3.718 0.020 0.014 0.034
H 0.985 -3.961 -4.477 0.009 -0.005 0.000
H 3.138 -3.607 -3.553 -0.002 -0.001 -0.009
H 3.637 -2.293 -1.634 0.005 0.003 -0.015
C -0.257 1.442 4.307 -0.042 -0.008 -0.005
C 1.202 1.677 3.892 -0.003 -0.012 -0.044
C 1.837 2.697 4.843 -0.020 0.010 0.002
C 1.898 0.317 4.069 0.003 0.023 -0.014
P 1.251 2.195 2.084 -0.042 0.017 0.074
N 0.900 0.892 1.197 0.192 -0.279 -0.299
C -0.070 3.489 1.742 0.013 -0.037 -0.009
C -1.422 2.772 1.568 -0.003 -0.015 -0.030
C -0.183 4.555 2.838 -0.021 -0.001 -0.010
C 0.188 4.206 0.409 -0.010 -0.004 0.009
C 2.961 2.792 1.592 -0.029 -0.029 -0.004
C 4.028 1.822 2.120 -0.031 -0.010 0.040
C 3.101 2.742 0.063 -0.003 0.005 0.013
C 3.279 4.204 2.099 -0.024 -0.014 -0.013
H -0.250 1.002 5.306 0.006 -0.005 0.000
H -0.744 0.734 3.637 0.008 -0.009 0.014
H -0.844 2.356 4.361 -0.003 -0.062 0.005
H 1.671 2.349 5.865 -0.002 0.000 0.002
H 1.400 3.690 4.762 0.011 -0.007 0.007
H 2.913 2.781 4.707 0.061 -0.007 -0.019
H 1.731 -0.002 5.101 0.008 0.008 0.003
H 2.971 0.353 3.913 0.034 0.005 -0.033
H 1.460 -0.438 3.419 -0.004 -0.015 -0.012
H -1.770 2.270 2.466 -0.007 -0.027 0.009
H -1.375 2.041 0.758 -0.014 0.036 0.019
H -2.165 3.524 1.297 0.004 0.010 0.005
H -0.513 4.151 3.792 0.022 0.052 -0.038
H -0.932 5.284 2.521 0.004 0.010 -0.005
H 0.750 5.094 2.994 0.050 0.026 -0.006
H 0.264 3.507 -0.422 -0.006 0.013 -0.004
H 1.070 4.839 0.422 0.034 0.007 -0.007
H -0.671 4.850 0.211 -0.001 0.000 -0.003
H 3.809 0.792 1.835 -0.004 -0.023 0.011
H 4.164 1.882 3.196 -0.010 -0.002 0.056
H 4.979 2.096 1.658 -0.004 0.004 0.003
H 3.017 1.717 -0.295 0.006 0.001 0.005
H 4.100 3.106 -0.189 -0.004 0.000 0.005
H 2.386 3.358 -0.470 -0.021 0.032 -0.015
H 3.172 4.302 3.177 -0.002 0.000 0.032
H 2.670 4.969 1.623 -0.024 0.017 -0.002
H 4.320 4.422 1.853 -0.003 0.000 -0.001
S -0.729 -1.778 2.049 -0.007 0.094 -0.026
C -2.234 -0.933 1.963 -0.015 -0.104 0.050
N -2.749 -0.522 0.784 -0.013 0.010 -0.065
C -3.928 0.124 0.664 0.019 0.038 -0.027
C -4.689 0.384 1.769 0.008 -0.005 0.035
C -4.216 -0.049 3.013 -0.007 -0.001 -0.052
C -3.008 -0.697 3.111 0.008 0.015 0.005
H -2.238 -0.762 -0.096 0.031 0.000 0.019
H -4.191 0.403 -0.347 0.011 -0.004 -0.006
H -5.632 0.899 1.667 -0.002 0.003 0.000
H -4.802 0.128 3.906 -0.004 0.002 0.000
H -2.623 -1.036 4.061 0.002 0.003 0.002
```
Forces are in eV/Å.

As for the orbital gap (spin up / spin down): 0.250 / 0.229 hartree. The expectation value of S² is 2.05. As for the net charge: +1. As for the multiplicity: 3. The HOMO energy (spin up / spin down) comes out at -9.826 / -10.005 eV.

Löwdin atomic charge list, values in e, 99 entries: atom 1 (V): 0.761, atom 2 (Br): 0.771, atom 3 (C): -0.688, atom 4 (C): -0.123, atom 5 (C): -0.146, atom 6 (N): -0.083, atom 7 (C): -0.446, atom 8 (C): -0.060, atom 9 (C): -0.172, atom 10 (C): -0.038, atom 11 (C): -0.658, atom 12 (Br): 0.824, atom 13 (C): -0.078, atom 14 (C): -0.127, atom 15 (N): 0.043, atom 16 (H): 0.094, atom 17 (H): 0.102, atom 18 (H): 0.114, atom 19 (H): 0.123, atom 20 (H): 0.120, atom 21 (H): 0.096, atom 22 (C): -0.042, atom 23 (C): -0.260, atom 24 (C): -0.024, atom 25 (C): -0.051, atom 26 (C): -0.307, atom 27 (C): -0.054, atom 28 (C): -0.027, atom 29 (S): 0.596, atom 30 (O): -0.321, atom 31 (O): -0.292, atom 32 (N): -0.109, atom 33 (C): -0.390, atom 34 (C): 0.057, atom 35 (C): -0.057, atom 36 (C): -0.010, atom 37 (C): -0.145, atom 38 (N): -0.023, atom 39 (H): 0.083, atom 40 (H): 0.079, atom 41 (H): 0.090, atom 42 (H): 0.120, atom 43 (H): 0.116, atom 44 (H): 0.109, atom 45 (H): 0.117, atom 46 (H): 0.104, atom 47 (H): 0.119, atom 48 (H): 0.122, atom 49 (H): 0.164, atom 50 (C): -0.082, atom 51 (C): -0.586, atom 52 (C): -0.065, atom 53 (C): -0.084, atom 54 (P): 1.010, atom 55 (N): -0.294, atom 56 (C): -0.588, atom 57 (C): -0.083, atom 58 (C): -0.067, atom 59 (C): -0.076, atom 60 (C): -0.593, atom 61 (C): -0.077, atom 62 (C): -0.079, atom 63 (C): -0.062, atom 64 (H): 0.100, atom 65 (H): 0.042, atom 66 (H): 0.067, atom 67 (H): 0.099, atom 68 (H): 0.068, atom 69 (H): 0.070, atom 70 (H): 0.099, atom 71 (H): 0.061, atom 72 (H): 0.030, atom 73 (H): 0.059, atom 74 (H): 0.064, atom 75 (H): 0.099, atom 76 (H): 0.064, atom 77 (H): 0.098, atom 78 (H): 0.076, atom 79 (H): 0.059, atom 80 (H): 0.070, atom 81 (H): 0.099, atom 82 (H): 0.073, atom 83 (H): 0.070, atom 84 (H): 0.098, atom 85 (H): 0.064, atom 86 (H): 0.101, atom 87 (H): 0.059, atom 88 (H): 0.068, atom 89 (H): 0.068, atom 90 (H): 0.098, atom 91 (S): 0.740, atom 92 (C): -0.668, atom 93 (N): 0.084, atom 94 (C): -0.048, atom 95 (C): -0.032, atom 96 (C): -0.026, atom 97 (C): -0.089, atom 98 (H): 0.082, atom 99 (H): 0.115

---

Formula: C8H17PSSi
Source: OMol25
Level of theory: ωB97M-V/def2-TZVPD

```
28
Properties=species:S:1:pos:R:3:forces:R:3
C 0.512 -1.964 -0.207 1.721 -0.999 -2.237
C -1.690 -0.072 1.405 -0.041 -1.443 -1.683
C 1.367 -0.833 -0.564 2.453 3.472 2.524
C -0.681 1.070 1.193 -2.687 -0.291 -5.153
C -0.488 -2.217 -1.314 -0.945 0.489 1.700
C -2.511 -0.457 0.153 0.322 -1.987 -0.613
C 0.034 1.727 -1.747 0.135 -0.761 0.942
C 2.093 2.067 0.558 0.490 -1.403 -1.821
Si 0.700 0.977 -0.184 -0.177 -0.586 0.717
P -1.655 -0.783 -1.466 -0.362 -0.355 0.835
S -3.051 -1.174 -2.742 -0.196 0.098 -0.668
H 1.099 -2.873 -0.202 0.493 -0.404 0.151
H 0.178 -1.877 0.771 -1.275 0.124 1.556
H -1.298 -1.086 1.680 0.086 1.381 0.652
H -2.459 0.257 2.058 -0.424 0.056 1.311
H 2.392 -0.787 -0.019 -1.579 -0.411 -0.463
H 1.675 -0.772 -1.564 0.191 -0.359 -1.764
H -1.311 1.997 0.850 1.081 -1.417 0.666
H -0.224 1.320 2.034 1.947 1.094 3.971
H -0.064 -2.149 -2.307 0.514 -0.906 -0.094
H -0.853 -3.198 -0.949 -0.988 0.485 -1.389
H -3.191 -1.397 0.237 1.243 1.462 0.372
H -3.164 0.291 -0.195 -1.009 1.322 -0.100
H -0.418 2.715 -1.641 -0.192 -0.290 -0.580
H 0.356 1.336 -2.702 -0.179 0.371 -0.209
H 1.754 2.620 1.397 -0.021 0.506 0.816
H 3.006 1.463 0.734 -0.565 0.289 0.445
H 2.396 2.720 -0.259 -0.036 0.460 0.118
```
Forces are in eV/Å.

As for the orbital gap (spin up / spin down): 0.260 / 0.271 hartree. The HOMO energy (spin up / spin down) comes out at -8.274 / -7.751 eV.

Partial atomic charges computed with the Löwdin method, in multiples of e: atom 1 (C): -0.362, atom 2 (C): -0.289, atom 3 (C): -0.279, atom 4 (C): -0.236, atom 5 (C): -0.356, atom 6 (C): -0.390, atom 7 (C): -0.085, atom 8 (C): -0.174, atom 9 (Si): 0.540, atom 10 (P): 0.432, atom 11 (S): 0.201, atom 12 (H): 0.109, atom 13 (H): 0.066, atom 14 (H): 0.100, atom 15 (H): 0.084, atom 16 (H): 0.101, atom 17 (H): 0.048, atom 18 (H): 0.121, atom 19 (H): -0.003, atom 20 (H): 0.071, atom 21 (H): 0.108, atom 22 (H): 0.110, atom 23 (H): 0.033, atom 24 (H): 0.006, atom 25 (H): -0.009, atom 26 (H): 0.006, atom 27 (H): 0.030, atom 28 (H): 0.017

---

Formula: C17H17MnN2
Source: OMol25
Level of theory: ωB97M-V/def2-TZVPD

```
37
Properties=species:S:1:pos:R:3:forces:R:3
Mn 1.479 -1.085 0.517 1.941 -0.258 1.495
C 0.531 -1.794 2.700 -0.406 -0.923 -0.250
C 1.863 -2.211 2.707 -0.059 -0.904 -0.047
C 2.668 -1.068 2.702 0.908 -0.142 -0.656
C 1.827 0.051 2.703 -0.146 1.093 -0.195
C 0.504 -0.399 2.706 -0.319 0.780 -0.299
H -0.328 -2.440 2.707 -0.161 -0.125 0.001
H 2.199 -3.237 2.730 0.053 0.014 -0.034
H 3.747 -1.060 2.722 0.003 0.055 0.010
H 2.138 1.082 2.722 0.071 0.083 0.020
H -0.384 0.210 2.729 0.020 0.043 0.093
C 0.706 1.707 -0.871 0.457 0.416 0.432
N 0.719 0.242 -0.800 -0.705 2.427 -0.613
C 0.145 -0.327 -1.794 -0.268 -1.088 -0.316
C 0.141 -1.737 -1.769 -0.888 1.240 -1.649
C -0.410 -2.619 -2.669 -0.492 -0.370 -0.861
C -0.127 -3.884 -2.168 -0.319 -0.635 -0.487
C 0.577 -3.680 -1.001 0.364 -1.012 0.636
N 0.739 -2.376 -0.764 0.279 -1.089 1.063
C -0.657 2.320 -0.643 -0.401 0.244 -0.020
C -1.467 1.881 0.414 -0.125 0.156 -0.169
C -2.717 2.459 0.639 0.295 -0.003 -0.168
C -3.167 3.487 -0.187 0.104 0.017 -0.072
C -2.367 3.941 -1.234 0.080 -0.155 0.207
C -1.116 3.363 -1.459 -0.187 -0.197 0.279
H 1.121 2.034 -1.834 -0.157 -0.020 0.127
H 1.384 2.095 -0.102 -0.013 -0.114 -0.085
H -0.335 0.177 -2.649 0.298 0.136 0.504
H -0.953 -2.382 -3.574 0.059 0.064 0.097
H -0.402 -4.836 -2.602 0.059 0.116 0.096
H 0.966 -4.443 -0.335 0.009 0.218 -0.018
H -1.119 1.080 1.066 -0.082 0.188 -0.276
H -3.335 2.107 1.460 0.090 0.049 -0.121
H -4.139 3.939 -0.009 0.137 -0.071 -0.044
H -2.715 4.750 -1.871 0.062 -0.132 0.078
H -0.500 3.737 -2.274 -0.021 -0.135 0.093
H 2.785 -1.085 -0.616 -0.539 0.034 1.149
```
Forces are in eV/Å.

As for the orbital gap (spin up / spin down): 0.249 / 0.297 hartree. The expectation value of S² is 6.26. As for the multiplicity: 5. The HOMO energy (spin up / spin down) comes out at -7.658 / -7.996 eV.

Partial atomic charges computed with the Löwdin method, in multiples of e: atom 1 (Mn): 0.808, atom 2 (C): -0.181, atom 3 (C): -0.191, atom 4 (C): -0.176, atom 5 (C): -0.191, atom 6 (C): -0.191, atom 7 (H): 0.104, atom 8 (H): 0.103, atom 9 (H): 0.101, atom 10 (H): 0.100, atom 11 (H): 0.087, atom 12 (C): -0.167, atom 13 (N): -0.098, atom 14 (C): -0.078, atom 15 (C): -0.386, atom 16 (C): -0.046, atom 17 (C): -0.095, atom 18 (C): -0.155, atom 19 (N): -0.083, atom 20 (C): -0.217, atom 21 (C): -0.032, atom 22 (C): -0.076, atom 23 (C): -0.094, atom 24 (C): -0.085, atom 25 (C): -0.045, atom 26 (H): 0.120, atom 27 (H): 0.118, atom 28 (H): 0.158, atom 29 (H): 0.106, atom 30 (H): 0.094, atom 31 (H): 0.109, atom 32 (H): 0.079, atom 33 (H): 0.104, atom 34 (H): 0.101, atom 35 (H): 0.102, atom 36 (H): 0.109, atom 37 (H): 0.084